[1]
Entry from the OMol25 dataset: an isolated molecule of C5H11N (ωB97M-V/def2-TZVPD).

Output
E_HOMO = -0.312 hartree
Orbital gap = 9.525 eV
E = -6852.1240 eV
SMILES string = CN1CC1(C)C
ΔE to the lowest compared entry with this formula, charge and spin = 1.4046 eV

ORCA input file:
```
! RIJCOSX wB97M-V def2-TZVPD def2/J DEFGRID3
* xyz 0 1
N 0.009 -0.887 0.501
C 1.735 0.647 -0.276
C 0.264 0.437 0.011
C -0.664 1.214 -0.911
C -0.855 -1.939 0.049
C -0.218 0.189 1.412
H 2.025 1.702 -0.243
H -0.256 -2.577 -0.610
H 1.970 0.255 -1.274
H 0.470 0.221 2.256
H -1.722 1.085 -0.663
H -0.515 0.945 -1.963
H -1.771 -1.650 -0.488
H 2.326 0.082 0.450
H -1.133 -2.542 0.920
H -0.433 2.284 -0.817
H -1.230 0.533 1.647
*
```

=====

[2]
Entry from the OMol25 dataset: a structure of composition C3H5NS2 in a non-equilibrium geometry (ωB97M-V/def2-TZVPD).

Output
E_HOMO = -0.313 hartree
Orbital gap = 9.266 eV
E = -26349.4876 eV
ΔE to the lowest compared entry with this formula, charge and spin = 3.2454 eV

ORCA input file:
```
! RIJCOSX wB97M-V def2-TZVPD def2/J DEFGRID3
* xyz 0 1
S -1.935 0.171 0.822
S 1.948 1.239 0.110
N -0.522 1.044 0.878
C 0.634 0.245 0.782
C -0.053 -0.989 -0.641
C -1.362 -0.837 -0.546
H 0.856 -0.572 1.531
H 0.764 -1.398 -1.178
H -2.111 -1.347 -1.094
H -0.296 1.913 0.371
H 2.078 0.531 -1.034
*
```

=====

[3]
Entry from the OMol25 dataset: a cluster of 12 separate species, C48H118N2O12 in total in a non-equilibrium geometry (ωB97M-V/def2-TZVPD).

Output
E_HOMO = -0.297 hartree
Orbital gap = 8.146 eV
E = -79232.4269 eV
SMILES string = CC1(C)CCCC(C)(C)N1O.CC1(C)CCCC(C)(C)N1O.CC(C)O.CC(C)O.CC(C)O.CC(C)O.CC(C)O.CC(C)O.CC(C)O.CC(C)O.CC(C)O.CC(C)O
ΔE to the lowest compared entry with this formula, charge and spin = 6.4468 eV

ORCA input file:
```
! RIJCOSX wB97M-V def2-TZVPD def2/J DEFGRID3
* xyz 0 1
O 9.615 -5.305 4.598
O 18.257 4.158 8.575
O 6.498 0.198 -4.122
O 6.786 -12.395 7.305
O 7.565 5.980 5.194
O 13.422 1.867 -0.396
O 12.831 2.789 13.712
O 7.211 -6.267 -0.163
O 15.165 -2.291 -3.266
O -0.602 -2.660 3.965
O 19.192 -12.136 3.385
O 11.755 -11.150 9.421
N 19.308 3.284 8.298
N 10.137 -4.257 5.304
C 10.927 3.488 12.351
C 9.866 -2.257 6.753
C 11.020 -1.532 6.033
C 6.631 4.154 6.422
C 19.985 0.994 7.765
C 13.334 2.591 0.834
C 11.453 -3.834 4.749
C 17.247 -2.212 -2.304
C 5.643 -11.971 7.840
C 11.997 -2.655 5.609
C 19.148 -10.867 4.012
C 7.334 4.620 5.185
C 16.468 -2.551 -3.600
C 21.739 2.736 8.131
C 5.363 -7.549 0.750
C 20.957 4.916 9.126
C 4.691 -13.188 7.995
C 11.777 3.692 13.624
C 12.387 -9.925 9.073
C 6.260 -0.313 -2.816
C 8.210 -4.042 6.703
C 20.780 4.461 6.583
C 11.401 -3.419 3.314
C 10.934 3.637 14.889
C 11.268 -8.900 9.283
C 1.331 -3.503 5.123
C 14.517 3.626 0.638
C 9.150 -3.261 5.759
C 20.405 -10.810 4.939
C 13.557 -9.650 10.004
C 17.667 1.449 8.322
C 17.890 -10.680 4.768
C 20.666 3.856 8.039
C 18.863 2.036 7.600
C 16.943 -1.805 -4.803
C 18.452 2.299 6.071
C 8.295 -2.534 4.684
C 7.673 -0.557 -2.238
C 5.516 -6.709 -1.689
C 11.970 3.297 0.950
C 6.629 4.285 3.904
C 1.305 -2.795 2.542
C 5.415 0.631 -2.033
C 0.801 -2.542 3.988
C 6.268 -7.310 -0.420
C 5.038 -10.858 6.944
C 21.367 1.476 7.395
C 12.514 -5.017 4.939
H 7.480 -3.499 7.303
H 5.727 4.722 6.640
H 17.117 -1.180 -1.980
H 6.726 -12.671 6.387
H 7.681 -1.120 -1.305
H 13.495 -4.789 4.524
H 16.537 -3.620 -3.802
H 12.681 -2.038 5.026
H 4.018 -10.604 7.230
H 19.927 5.081 6.304
H 0.663 -3.528 5.985
H 1.499 -4.471 4.652
H 4.620 -7.301 -1.875
H 22.200 2.511 9.093
H 6.468 3.213 3.783
H 16.920 -10.737 4.274
H 18.306 -2.467 -2.320
H 5.745 -11.511 8.823
H 12.225 4.674 13.472
H 13.351 2.517 -1.099
H 22.069 0.657 7.551
H 14.214 -10.519 9.988
H 3.814 -12.994 8.612
H 10.152 2.884 14.791
H 18.145 4.043 9.522
H 14.125 -8.822 9.579
H 9.987 4.038 12.311
H 9.136 -1.509 7.063
H 11.675 -7.914 9.056
H 16.840 -0.730 -4.656
H 10.343 -9.092 8.739
H 20.369 -11.616 5.672
H 12.396 1.938 13.797
H 5.815 -1.307 -2.855
H 10.871 -2.476 3.181
H 10.922 -8.927 10.316
H 1.153 -1.540 4.234
H 17.913 1.455 5.641
H 7.546 -3.209 4.271
H 8.800 -4.654 7.385
H 7.698 -1.717 5.089
H 4.409 0.752 -2.433
H 19.181 -10.062 3.277
H 16.787 2.077 8.175
H 0.896 -2.130 1.782
H 5.829 1.640 -2.006
H 21.098 3.787 5.787
H 4.710 -8.396 0.539
H 11.447 3.927 11.500
H 11.476 -0.812 6.713
H 4.848 -11.253 5.946
H 21.361 -10.855 4.418
H 6.999 -0.427 -4.650
H 12.509 -3.008 6.504
H 17.385 0.420 8.099
H 12.701 -9.993 8.031
H 17.886 1.439 9.389
H 9.879 -6.015 5.189
H 15.482 3.124 0.717
H 21.464 1.706 6.334
H 6.052 -6.700 -2.638
H 11.168 2.656 1.316
H 7.594 -4.741 6.137
H 13.371 -9.514 11.070
H 12.415 -3.277 2.941
H 7.248 4.698 3.108
H 2.390 -2.690 2.555
H 22.637 3.052 7.599
H 17.868 3.213 5.956
H 14.586 4.417 1.385
H 21.627 5.145 6.528
H 2.326 -3.273 5.503
H 20.691 4.572 10.126
H 16.774 -2.794 -1.513
H 10.932 -11.170 8.926
H 17.951 -2.189 -4.960
H 16.371 -2.110 -5.679
H 4.714 -6.676 0.821
H -0.939 -2.800 4.853
H 10.705 -0.984 5.146
H 12.193 -5.971 4.521
H 5.673 4.801 3.826
H 6.353 3.100 6.417
H 17.783 -11.410 5.570
H 17.815 -9.671 5.174
H 7.373 4.235 7.216
H 1.137 -3.795 2.141
H 5.138 -5.699 -1.528
H 19.346 2.378 5.453
H 20.076 0.657 8.798
H 13.573 1.931 1.669
H 14.382 4.114 -0.327
H 8.794 -2.068 3.835
H 12.607 -5.249 6.000
H 12.073 4.048 1.733
H 6.683 6.350 5.118
H 8.271 -1.204 -2.881
H 10.223 -2.811 7.621
H 4.223 -13.585 7.095
H 20.274 5.755 8.992
H 15.184 -1.495 -2.730
H 10.388 4.568 15.042
H 21.978 5.274 8.996
H 11.580 3.446 15.745
H 5.904 -7.544 1.697
H 8.254 4.038 5.214
H 10.760 2.455 12.044
H 5.517 -9.881 7.005
H 5.374 0.263 -1.008
H 5.193 -14.020 8.490
H 8.279 0.340 -2.108
H 11.583 3.699 0.013
H 7.516 -6.379 0.741
H 19.016 -12.815 4.040
H 20.402 -9.831 5.419
H 6.885 -8.188 -0.609
H 10.921 -4.110 2.622
H 19.751 0.165 7.097
*
```

=====

[4]
Entry from the OMol25 dataset: a structure of composition C22H21InN2O2SeTe (ωB97M-V/def2-TZVPD).

Output
E_HOMO = -0.285 hartree
Orbital gap = 7.834 eV
E = -108044.2657 eV
ΔE to the lowest compared entry with this formula, charge and spin = 0.0000 eV

ORCA input file:
```
! RIJCOSX wB97M-V def2-TZVPD def2/J DEFGRID3
* xyz 0 1
Te 2.062 -1.274 0.610
In -0.738 -0.724 0.040
Se -2.080 -2.710 -0.779
O -0.905 -0.482 2.159
O 0.011 0.374 -1.599
N -2.340 1.279 1.685
N -1.890 1.103 0.390
C -0.707 1.191 -2.345
C 0.479 -5.517 -2.513
C -1.565 -0.382 4.841
C -2.148 0.497 3.936
C -0.699 -3.525 -1.840
C 1.021 -3.412 -3.525
C -2.102 2.957 -4.063
C -1.790 1.970 -1.864
C -1.772 0.423 2.498
C -3.080 1.430 4.385
C -3.422 1.478 5.726
C -2.229 1.974 -0.485
C 2.300 -3.373 0.367
C -0.358 1.332 -3.701
C 2.890 -0.771 -1.280
C -1.908 -0.330 6.184
C 0.051 -2.786 -2.754
C -2.453 2.846 -2.737
C -1.041 2.186 -4.538
C -0.482 -4.895 -1.728
C 1.239 -4.779 -3.408
C -2.837 0.599 6.628
H -0.745 2.261 -5.577
H -1.063 -5.471 -1.019
H 3.321 -3.537 0.032
H -3.528 2.108 3.672
H 1.592 -3.751 -0.364
H -3.106 0.638 7.676
H 2.724 0.290 -1.435
H -3.266 3.444 -2.341
H 0.473 0.741 -4.064
H -0.131 -1.723 -2.861
H 0.636 -6.584 -2.420
H 2.147 -3.843 1.334
H -4.149 2.203 6.070
H 1.989 -5.266 -4.018
H 3.951 -1.005 -1.260
H -1.451 -1.018 6.884
H -0.847 -1.104 4.479
H 2.371 -1.336 -2.046
H -2.633 3.631 -4.720
H -2.885 2.779 -0.156
H 1.598 -2.830 -4.234
*
```

=====

[5]
Entry from the OMol25 dataset: an isolated molecule of C5H9N in a non-equilibrium geometry (ωB97M-V/def2-TZVPD).

Output
E_HOMO = -0.244 hartree
Orbital gap = 7.621 eV
E = -6816.6768 eV
ΔE to the lowest compared entry with this formula, charge and spin = 4.3181 eV

ORCA input file:
```
! RIJCOSX wB97M-V def2-TZVPD def2/J DEFGRID3
* xyz 0 1
N 0.809 -0.411 -0.113
C -0.507 -0.396 0.491
C 1.918 -0.813 0.505
C -1.135 0.854 1.022
C -1.506 0.493 -0.363
C 0.773 -0.047 -1.407
H -1.910 0.674 1.753
H 1.659 0.378 -1.838
H -2.449 0.037 -0.618
H 2.729 -1.153 -0.127
H 2.029 -0.734 1.577
H -0.508 1.720 1.188
H -1.194 1.215 -1.130
H -0.707 -1.313 1.070
H -0.002 -0.503 -2.009
*
```

=====

[6]
Entry from the OMol25 dataset: a cluster of 2 separate species, C4H11NO3 in total (ωB97M-V/def2-TZVPD).

Output
E_HOMO = -0.336 hartree
Orbital gap = 9.742 eV
E = -11959.1397 eV
SMILES string = CC(=O)O.NCCO
ΔE to the lowest compared entry with this formula, charge and spin = 0.9698 eV

ORCA input file:
```
! RIJCOSX wB97M-V def2-TZVPD def2/J DEFGRID3
* xyz 0 1
O -1.208 -1.484 -2.031
O 1.723 2.306 -0.921
O -0.449 -2.026 -0.005
N 1.075 0.014 1.863
C 0.930 1.489 -0.072
C 1.848 0.656 0.802
C -2.601 -0.932 -0.211
C -1.315 -1.547 -0.687
H 0.590 -0.801 1.507
H -2.719 -1.151 0.846
H 1.164 2.671 -1.612
H 1.696 -0.299 2.596
H 2.590 1.306 1.256
H 0.304 0.804 -0.664
H -0.345 -1.863 -2.254
H -3.436 -1.319 -0.794
H -2.517 0.143 -0.353
H 2.391 -0.059 0.170
H 0.279 2.093 0.562
*
```

=====

[7]
Entry from the OMol25 dataset: a cluster of 2 separate species, C2H4BrN in total in a non-equilibrium geometry (ωB97M-V/def2-TZVPD).

Output
E_HOMO (spin up / spin down) = -0.328 / -0.328 hartree
Orbital gap (spin up / spin down) = 8.235 / 8.236 eV
E = -73669.2390 eV
ΔE to the lowest compared entry with this formula, charge and spin = 1.7534 eV

ORCA input file:
```
! RIJCOSX wB97M-V def2-TZVPD def2/J DEFGRID3
* xyz 0 1
Br 0.531 2.417 -0.280
N -0.369 -0.765 0.005
C -1.013 0.243 -0.508
C 0.716 -0.998 0.519
H 1.050 -1.962 0.839
H -1.657 0.707 0.142
H -0.782 0.577 -1.514
H 1.524 -0.220 0.798
*
```

=====

[8]
Entry from the OMol25 dataset: a structure of composition C5H8N in a non-equilibrium geometry (ωB97M-V/def2-TZVPD).

Output
E_HOMO = -0.543 hartree
Orbital gap = 9.424 eV
E = -6792.1816 eV
ΔE to the lowest compared entry with this formula, charge and spin = 5.9068 eV

ORCA input file:
```
! RIJCOSX wB97M-V def2-TZVPD def2/J DEFGRID3
* xyz 1 1
N 0.162 -0.009 0.424
C 0.110 0.930 1.477
C -0.439 -1.646 -2.257
C 1.133 -0.149 1.508
C -0.426 -0.447 -0.753
C -0.263 2.200 1.569
H -0.932 2.544 0.767
H 0.990 -1.067 2.036
H -1.163 0.365 -0.926
H 2.289 0.073 1.384
H -0.943 -1.125 -3.213
H -1.048 -2.522 -1.945
H 0.624 -1.973 -2.446
H -0.094 2.825 2.377
*
```